Entry 1:
Formula: C6H18N6O12
Source: OMol25
Level of theory: ωB97M-V/def2-TZVPD

The SMILES is C[N+](=O)[O-].C[N+](=O)[O-].C[N+](=O)[O-].C[N+](=O)[O-].C[N+](=O)[O-].C[N+](=O)[O-]. As for the HOMO energy: -10.66 eV. The value obtained for the LUMO energy is 0.03 eV. The HOMO-LUMO gap comes out at 10.687 eV.

Each line ends with the natural charge from an NBO analysis.
Element x y z (Å)
O  1.259  -0.498  0.131  -0.3799
O  1.464  -4.970  -2.138  -0.3821
O  -3.488  2.631  -0.023  -0.3481
O  4.868  -0.685  0.437  -0.3368
O  -1.967  2.425  4.334  -0.3575
O  -3.150  -1.719  -0.237  -0.3659
O  1.846  1.213  1.107  -0.4266
O  0.541  -3.218  -1.235  -0.3828
O  -3.639  3.441  -1.947  -0.3998
O  4.174  0.784  -0.939  -0.4283
O  -0.889  2.566  2.449  -0.3849
O  -1.567  -0.864  -1.470  -0.3809
N  -2.466  -1.672  -1.235  0.5388
N  -1.043  2.170  3.594  0.5360
N  -3.972  2.625  -1.095  0.5272
N  1.173  0.697  0.273  0.5498
N  1.535  -3.839  -1.633  0.5191
N  4.568  0.419  0.204  0.5425
C  4.827  1.443  1.269  -0.5055
C  -0.110  1.097  4.048  -0.4964
C  2.888  -3.299  -1.133  -0.4859
C  0.177  1.563  -0.394  -0.4796
C  -4.817  1.521  -1.439  -0.4964
C  -2.837  -2.595  -2.424  -0.4950
H  3.893  1.980  1.433  0.2564
H  2.730  -2.812  -0.171  0.2542
H  0.843  1.610  4.174  0.2326
H  4.924  0.848  2.177  0.2266
H  5.629  2.175  1.171  0.2427
H  0.600  2.562  -0.289  0.2375
H  -3.839  -2.504  -2.845  0.2285
H  0.069  0.325  3.299  0.2405
H  -4.930  1.503  -2.523  0.2291
H  -0.431  0.577  4.950  0.2311
H  3.605  -4.120  -1.128  0.2311
H  -5.826  1.670  -1.053  0.2433
H  -2.133  -2.248  -3.180  0.2328
H  -2.641  -3.644  -2.201  0.2437
H  0.129  1.240  -1.434  0.2351
H  3.123  -2.442  -1.765  0.2453
H  -0.793  1.468  0.096  0.2651
H  -4.329  0.572  -1.216  0.2436

***

Entry 2:
Formula: C6H18NP2
Source: OMol25
Level of theory: ωB97M-V/def2-TZVPD

As for the HOMO energy: -12.44 eV. Its charge is +1. The value obtained for the LUMO energy is -3.80 eV. The HOMO-LUMO gap comes out at 8.642 eV.

Each line ends with the natural charge from an NBO analysis.
Element x y z (Å)
P  -1.963  -1.439  0.943  0.2158
P  0.719  0.432  -0.862  0.8221
N  -1.933  0.861  -0.919  -0.5896
C  1.774  0.249  1.806  -0.6474
C  0.286  -0.980  -1.948  -0.9383
C  -3.186  1.374  -0.319  -0.4223
C  3.250  -0.318  -0.155  -0.6418
C  -0.915  0.514  0.077  -0.5024
C  1.829  -0.423  0.424  -0.4739
H  0.836  -0.030  2.452  0.2154
H  1.901  1.337  1.826  0.2245
H  1.113  -1.562  -2.063  0.2546
H  -0.948  1.329  0.979  0.2607
H  -0.024  -0.410  -2.849  0.2333
H  3.302  -0.774  -1.165  0.2188
H  4.042  -0.962  0.403  0.2354
H  -2.096  -0.049  -1.432  0.4514
H  -0.557  -1.585  -1.577  0.2191
H  -0.908  -1.930  1.708  0.0129
H  -3.666  0.488  0.160  0.2373
H  2.671  -0.042  2.357  0.2384
H  1.543  -1.619  0.466  0.2273
H  -2.323  -0.697  2.061  -0.0032
H  3.606  0.698  -0.031  0.2255
H  -3.848  1.668  -1.129  0.2393
H  -1.616  1.597  -1.619  0.4372
H  -2.890  2.273  0.407  0.2500

***

Entry 3:
Formula: C6H18O12Zr
Source: OMol25
Level of theory: ωB97M-V/def2-TZVPD

Its multiplicity is 2. As for the HOMO energy (alpha / beta): -17.27 / -17.33 eV. Its charge is +3. The value obtained for the LUMO energy (alpha / beta) is -11.46 / -11.46 eV. The HOMO-LUMO gap (alpha / beta) comes out at 5.808 / 5.874 eV. Its expectation value of S² is 0.803.

Each line ends with the Löwdin spin population.
Element x y z (Å)
Zr  1.173  0.801  -0.008  0.0028
O  -0.558  -0.403  0.069  0.0010
O  1.881  2.882  0.476  0.0001
O  -0.115  2.155  -1.124  0.0000
O  -0.881  -2.216  2.169  0.1350
O  -4.741  -1.203  -1.498  -0.0431
O  -0.273  1.723  1.533  0.0002
O  0.190  -0.211  -2.324  0.0003
O  1.235  -0.428  1.869  -0.0005
O  -4.867  -3.505  0.337  0.4523
O  2.521  1.503  -1.685  0.0001
O  3.256  0.662  0.791  0.0000
O  1.943  -1.261  -0.619  0.0002
C  -1.818  -2.111  1.405  0.0761
C  -3.970  -2.605  0.402  -0.0019
C  -1.634  -1.044  0.212  0.0062
C  -2.674  -0.824  -0.703  0.0231
C  -3.802  -1.558  -0.670  0.0008
C  -3.036  -2.882  1.329  0.3382
H  -0.512  0.074  -2.909  0.0000
H  1.706  3.759  0.136  0.0000
H  -0.750  1.830  -1.762  0.0000
H  -2.480  -0.005  -1.380  0.0008
H  -0.466  1.433  2.425  0.0000
H  3.634  -0.080  1.263  0.0000
H  -3.198  -3.750  1.951  0.0089
H  -0.769  2.535  1.432  0.0000
H  0.598  -0.947  -2.780  0.0000
H  1.661  -0.572  2.714  -0.0001
H  0.525  -1.070  1.845  -0.0006
H  1.555  -2.134  -0.570  0.0000
H  3.378  1.124  -1.881  0.0000
H  2.471  3.025  1.216  0.0000
H  -0.277  3.097  -1.082  0.0000
H  3.920  1.349  0.854  0.0000
H  2.438  2.236  -2.296  0.0000
H  2.738  -1.380  -1.138  0.0000

***

Entry 4:
Formula: C6H18O2
Source: OMol25
Level of theory: ωB97M-V/def2-TZVPD

Its multiplicity is 2. As for the HOMO energy (alpha / beta): -13.86 / -13.85 eV. Its charge is +1. The value obtained for the LUMO energy (alpha / beta) is -2.56 / -9.92 eV. The HOMO-LUMO gap (alpha / beta) comes out at 11.293 / 3.930 eV. Its expectation value of S² is 0.753.

Each line ends with the Löwdin spin population.
Element x y z (Å)
O  2.981  3.593  1.376  0.0003
O  2.547  1.758  -2.520  0.0009
C  -2.663  -1.945  0.754  0.1554
C  -1.645  0.312  0.337  0.1013
C  -0.138  -3.200  0.071  0.0491
C  -1.511  -1.125  -0.056  0.2115
C  -0.140  -1.689  0.370  0.2047
C  -0.558  1.312  -0.221  0.0847
H  2.905  4.498  1.710  0.0000
H  0.606  -0.971  -0.033  0.0465
H  -0.556  -3.406  -0.933  -0.0008
H  -2.788  -2.984  0.421  0.0054
H  0.876  -3.621  0.010  0.0219
H  0.015  -1.630  1.466  0.0213
H  2.787  2.958  2.051  0.0000
H  3.405  1.677  -2.103  0.0000
H  -0.782  -3.815  0.666  0.0028
H  -0.901  2.176  -0.759  0.0005
H  -1.905  -1.363  -1.046  0.0116
H  -1.852  0.532  1.383  0.0045
H  0.062  1.535  0.665  0.0096
H  -3.649  -1.546  0.512  0.0107
H  2.527  0.948  -3.040  0.0000
H  0.154  0.777  -0.840  0.0087
H  -2.625  0.656  -0.073  0.0453
H  -2.629  -1.769  1.832  0.0042

***

Entry 5:
Formula: C6H19Br2FeO4
Source: OMol25
Level of theory: ωB97M-V/def2-TZVPD

Its multiplicity is 5. As for the HOMO energy (alpha / beta): -4.04 / -3.77 eV. Its charge is -1. The value obtained for the LUMO energy (alpha / beta) is 3.06 / 3.05 eV. The HOMO-LUMO gap (alpha / beta) comes out at 7.106 / 6.828 eV. Its expectation value of S² is 6.007.

Each line ends with the Löwdin spin population.
Element x y z (Å)
Br  -0.694  1.006  -2.140  0.0476
Br  0.939  -0.482  2.607  0.0539
Fe  0.247  0.511  0.322  3.7256
O  -1.870  0.740  1.096  0.0283
O  -0.552  -1.508  -0.253  0.0184
O  0.868  2.362  0.615  0.0813
O  2.141  -0.305  -0.579  0.0280
C  -3.184  2.779  0.842  0.0005
C  2.987  0.614  -1.273  0.0010
C  -0.125  -2.852  -0.082  0.0024
C  3.425  0.085  -2.614  0.0008
C  -2.309  1.936  1.748  0.0015
C  -0.870  -3.539  1.040  0.0007
H  3.910  0.886  -3.181  0.0002
H  -0.393  -4.479  1.317  0.0002
H  0.229  2.889  0.113  0.0040
H  -2.846  1.675  2.667  0.0004
H  -1.247  -1.441  -0.915  0.0005
H  -0.861  -2.867  1.900  0.0002
H  -0.243  -3.389  -1.029  0.0005
H  -1.912  -3.724  0.760  0.0000
H  2.563  -0.266  -3.180  0.0001
H  0.939  -2.809  0.151  0.0002
H  -1.387  2.453  2.003  0.0001
H  -2.630  3.088  -0.045  0.0000
H  4.151  -0.728  -2.509  0.0001
H  -3.521  3.678  1.366  0.0001
H  -4.063  2.215  0.521  0.0001
H  2.657  -1.034  -0.225  0.0017
H  3.848  0.870  -0.644  0.0001
H  -2.591  0.116  0.979  0.0017
H  2.397  1.522  -1.380  0.0000

***

Entry 6:
Formula: C6H19NO2
Source: OMol25
Level of theory: ωB97M-V/def2-TZVPD

Its multiplicity is 2. As for the HOMO energy (alpha / beta): -15.24 / -15.22 eV. Its charge is +1. The value obtained for the LUMO energy (alpha / beta) is -3.04 / -8.76 eV. The HOMO-LUMO gap (alpha / beta) comes out at 12.200 / 6.460 eV. Its expectation value of S² is 0.754.

Each line ends with the Löwdin spin population.
Element x y z (Å)
O  -2.955  -0.830  -0.847  0.0008
O  2.224  1.911  1.743  0.0159
N  -0.097  -0.013  1.156  0.6514
C  0.333  -2.301  0.187  0.0620
C  -0.834  1.850  -1.641  0.0013
C  0.527  1.253  -1.384  0.0102
C  0.490  -0.264  -1.273  0.0050
C  -0.039  -0.513  2.517  0.0863
C  0.691  -0.819  0.185  0.0610
H  -0.487  -0.639  -1.692  0.0000
H  -2.981  -0.697  -1.800  0.0000
H  -1.071  0.011  0.835  0.0161
H  -0.489  0.217  3.209  0.0159
H  1.255  -0.655  -1.911  -0.0004
H  2.697  1.871  0.913  0.0004
H  -0.834  2.910  -1.822  0.0006
H  -1.245  1.460  -2.588  0.0001
H  1.375  1.457  1.658  0.0026
H  -1.581  1.644  -0.845  0.0000
H  0.691  -2.762  1.093  0.0027
H  1.241  1.565  -2.204  0.0001
H  0.848  -2.818  -0.590  0.0062
H  1.707  -0.628  0.462  0.0069
H  -2.146  -0.404  -0.552  -0.0003
H  1.050  -0.651  2.812  0.0020
H  0.959  1.748  -0.409  0.0043
H  -0.632  -1.456  2.681  0.0489
H  -0.697  -2.447  0.110  -0.0001

***

What did we get for max |F|? Answer: 5.039 3.892 8.335 2.639 0.454 4.519 eV/Å, in the order shown.